# 1
The following is a DFT calculation (ωB97M-V with the def2-TZVPD basis set) of a 3-piece molecular cluster, C30H57BF3N5O7S2 overall in a non-equilibrium geometry.

Structure (XYZ):
```
105
C30H57BF3N5O7S2, DFT ωB97M-V with the def2-TZVPD basis set
C -5.66 -0.49 -0.68
C -4.17 0.18 -0.96
O -3.15 -0.64 -0.33
C -1.83 -0.57 -0.98
O -1.04 0.67 -0.91
C -1.32 1.62 -1.98
C -0.32 2.93 -1.70
N 1.08 2.73 -2.26
C 2.03 3.82 -1.77
C 2.95 3.38 -0.49
C 3.41 1.81 -0.46
O 4.21 4.18 -0.38
C -1.66 -1.61 -2.23
B -0.30 -1.62 -3.15
C 1.01 -0.64 -3.01
O -0.25 -2.61 -4.29
C -2.84 -1.80 -3.34
C -3.98 -3.01 -3.18
C -5.12 -3.14 -4.38
C -5.01 -2.06 -5.60
N -4.03 -0.93 -5.76
C -3.01 -0.84 -4.66
N -1.59 -3.03 -1.63
C -0.42 -2.86 -0.63
O 0.70 -3.57 -0.49
C -0.95 -1.48 0.13
S 0.32 -0.27 0.80
S -1.87 -2.23 1.59
O -2.99 -3.26 1.17
O -2.46 -1.15 2.58
C -0.72 -3.28 2.71
F -1.04 -3.05 4.14
F -1.00 -4.73 2.42
F 0.72 -3.05 2.45
H -5.69 -0.86 0.43
H -5.76 -1.42 -1.38
H -6.50 0.33 -0.86
H -3.99 0.42 -2.11
H -4.18 1.24 -0.42
H -1.08 1.27 -3.07
H -2.41 2.07 -1.99
H -0.19 2.94 -0.51
H -0.82 3.95 -1.98
H 0.98 2.92 -3.29
H 1.43 4.79 -1.43
H 2.76 4.19 -2.63
H 2.36 3.62 0.52
H 4.40 1.60 -1.05
H 2.57 1.08 -0.84
H 3.63 1.50 0.67
H 4.89 3.51 -0.03
H 1.28 -0.31 -1.92
H 0.81 0.33 -3.67
H 1.97 -1.16 -3.45
H 0.73 -2.74 -4.49
H -4.03 -3.76 -2.29
H -5.94 -4.00 -4.34
H -5.81 -2.18 -6.48
H -2.21 0.05 -4.75
H -1.46 -3.81 -2.30
H -0.30 0.54 1.79
C -6.48 3.80 4.81
C -5.95 2.38 4.73
N -4.49 2.30 4.60
C -4.01 0.97 4.21
C -4.24 -0.18 5.19
C -3.71 2.97 5.64
C -3.95 2.54 7.08
H -6.14 4.41 3.97
H -7.58 3.79 4.79
H -6.18 4.30 5.74
H -6.41 1.92 3.84
H -6.31 1.81 5.59
H -2.94 1.02 3.97
H -4.49 0.70 3.26
H -3.57 -0.11 6.04
H -4.04 -1.13 4.69
H -5.28 -0.21 5.55
H -3.90 4.05 5.57
H -2.64 2.87 5.41
H -5.01 2.46 7.33
H -3.50 3.28 7.76
H -3.46 1.58 7.31
C 5.41 -1.59 -0.05
C 6.38 -2.05 -1.13
N 7.14 -0.96 -1.74
C 7.83 -1.34 -2.98
C 8.93 -2.39 -2.87
C 7.92 -0.12 -0.83
C 8.96 -0.80 0.05
H 4.74 -0.81 -0.42
H 4.80 -2.44 0.28
H 5.94 -1.21 0.83
H 5.77 -2.54 -1.91
H 7.04 -2.82 -0.73
H 8.24 -0.45 -3.47
H 7.07 -1.72 -3.68
H 9.84 -1.98 -2.43
H 9.20 -2.74 -3.87
H 8.62 -3.27 -2.30
H 7.22 0.41 -0.18
H 8.41 0.68 -1.40
H 8.58 -1.71 0.53
H 9.27 -0.12 0.84
H 9.86 -1.06 -0.52
```

E_tot (eV): -84298.7956
SMILES: CCO[C@@]1(OCCNC[C@@H](C)O)[C@@](S)(S(=O)(=O)C(F)(F)F)C(=O)N[C@@]1(B(C)O)c1cccnc1.CCN(CC)CC.CCN(CC)CC
Kohn-Sham gap (eV): 7.07

***

# 2
The following is a DFT calculation (ωB97M-V with the def2-TZVPD basis set) of a 4-piece molecular cluster, C30H57F13O10P overall in a non-equilibrium geometry.

Structure (XYZ):
```
111
C30H57F13O10P, DFT ωB97M-V with the def2-TZVPD basis set
O -0.32 -4.93 1.10
C -0.37 -3.76 0.16
C 0.77 -2.67 0.61
C 0.22 -1.14 0.85
C -0.49 -0.45 -0.46
P -2.39 -0.68 -0.32
C -3.36 0.91 0.12
C -4.37 0.68 1.43
C -5.88 0.30 0.88
F -6.44 1.59 0.33
F -5.71 -0.60 -0.28
C -6.92 -0.20 2.03
F -6.39 0.40 3.32
F -8.21 0.50 1.80
C -7.02 -1.81 2.28
F -5.74 -2.54 1.92
F -7.07 -1.97 3.79
C -8.38 -2.55 1.75
F -9.63 -1.99 2.37
F -8.30 -3.94 2.36
C -8.48 -2.82 0.15
F -9.29 -4.09 0.00
F -7.21 -3.10 -0.55
C -9.28 -1.70 -0.74
F -8.56 -0.42 -0.96
F -9.42 -2.31 -2.11
F -10.71 -1.47 -0.30
H -1.19 -4.88 1.62
H -0.16 -4.18 -0.93
H -1.48 -3.37 0.21
H 1.19 -3.05 1.66
H 1.67 -2.70 -0.13
H -0.49 -1.04 1.80
H 1.18 -0.48 1.11
H -0.05 -0.91 -1.46
H -0.21 0.71 -0.48
H -2.91 -1.24 -1.58
H -2.71 -1.65 0.73
H -4.00 1.23 -0.83
H -2.59 1.78 0.29
H -3.89 -0.11 2.15
H -4.44 1.76 1.93
C 0.68 -1.17 -7.28
O 1.92 -1.04 -6.60
C 1.85 -0.25 -5.41
C 2.50 -0.95 -4.22
O 1.85 -2.15 -3.76
C 1.84 -3.26 -4.65
C 3.20 -3.87 -5.01
O 3.99 -2.98 -5.79
C 5.31 -2.80 -5.29
H 0.59 -0.39 -8.04
H 0.67 -2.14 -7.78
H -0.18 -1.13 -6.60
H 0.82 0.02 -5.16
H 2.40 0.68 -5.62
H 2.45 -0.26 -3.37
H 3.56 -1.13 -4.38
H 1.26 -3.03 -5.54
H 1.26 -4.04 -4.13
H 3.04 -4.78 -5.61
H 3.72 -4.17 -4.08
H 5.35 -2.85 -4.20
H 5.64 -1.80 -5.59
H 5.98 -3.54 -5.73
C -4.32 2.04 6.19
O -2.95 1.90 6.53
C -2.24 0.98 5.71
C -0.94 1.57 5.17
O -1.07 2.66 4.25
C -1.64 3.88 4.74
C -0.84 4.61 5.83
O -0.80 3.87 7.05
C 0.50 3.71 7.58
H -4.92 1.35 6.80
H -4.63 3.06 6.43
H -4.51 1.87 5.13
H -2.85 0.61 4.88
H -1.99 0.12 6.35
H -0.43 0.78 4.61
H -0.25 1.84 5.97
H -2.67 3.71 5.05
H -1.70 4.54 3.88
H -1.34 5.56 6.05
H 0.17 4.83 5.45
H 1.26 3.63 6.80
H 0.52 2.78 8.15
H 0.73 4.54 8.25
C 5.05 -0.36 -1.23
O 5.98 0.32 -2.06
C 5.38 1.23 -2.98
C 6.05 2.61 -2.93
O 5.90 3.35 -1.72
C 6.50 2.81 -0.54
C 8.03 2.71 -0.54
O 8.50 1.75 -1.49
C 9.51 2.24 -2.35
H 4.77 -1.32 -1.70
H 5.53 -0.57 -0.27
H 4.15 0.23 -1.03
H 4.31 1.34 -2.81
H 5.52 0.80 -3.98
H 5.57 3.22 -3.71
H 7.10 2.56 -3.22
H 6.04 1.86 -0.28
H 6.22 3.49 0.27
H 8.37 2.37 0.45
H 8.46 3.71 -0.73
H 9.39 3.31 -2.58
H 9.44 1.69 -3.30
H 10.50 2.06 -1.91
```

E_tot (eV): -97102.1467
Kohn-Sham gap (eV): 7.19
Net charge: +1

***

# 3
The following is a DFT calculation (ωB97M-V with the def2-TZVPD basis set) of a 5-piece molecular cluster, C30H58B2N2O17S6 overall in a non-equilibrium geometry.

Structure (XYZ):
```
115
C30H58B2N2O17S6, DFT ωB97M-V with the def2-TZVPD basis set
C 11.27 -6.87 -0.20
C 10.50 -6.34 -1.50
N 10.02 -4.96 -1.33
C 10.02 -4.19 -2.59
C 9.36 -2.77 -2.50
C 8.76 -4.88 -0.63
S 8.70 -3.90 0.72
S 7.28 -5.80 -1.10
C 5.83 -5.12 -0.19
C 4.63 -6.15 -0.12
C 3.60 -5.75 1.01
N 2.19 -5.83 0.61
C 1.69 -7.05 0.08
O 2.04 -8.15 0.36
C 0.55 -6.54 -0.88
C -0.29 -7.26 -1.82
B -0.19 -8.85 -2.02
C -0.33 -9.60 -3.44
O 0.00 -9.68 -0.90
C -1.28 -6.50 -2.62
C -1.41 -5.07 -2.43
C -0.59 -4.34 -1.44
B -0.79 -2.76 -1.22
O -2.06 -2.22 -1.61
O 0.17 -1.89 -0.73
C -0.48 -0.76 -0.08
C 0.41 -5.08 -0.68
C 1.45 -4.64 0.39
O 1.61 -3.61 0.97
H 12.24 -7.36 -0.46
H 11.47 -5.98 0.45
H 10.57 -7.56 0.32
H 9.74 -7.07 -1.87
H 11.29 -6.30 -2.30
H 9.63 -4.83 -3.43
H 11.11 -4.01 -2.84
H 9.52 -2.27 -3.50
H 9.88 -2.12 -1.76
H 8.25 -2.84 -2.35
H 5.47 -4.22 -0.74
H 6.14 -4.90 0.86
H 5.09 -7.14 0.13
H 4.14 -6.31 -1.12
H 3.74 -6.50 1.84
H 3.89 -4.76 1.42
H 0.14 -10.61 -3.33
H 0.15 -9.01 -4.26
H -1.41 -9.78 -3.69
H -0.52 -9.28 -0.17
H -1.93 -6.98 -3.38
H -2.15 -4.44 -2.99
H -2.11 -2.36 -2.57
H -1.30 -1.10 0.60
H 0.26 -0.15 0.51
H -0.92 -0.05 -0.84
O -0.18 4.41 -1.92
S 0.61 3.68 -0.97
O 0.03 2.65 -0.15
O 1.40 4.71 -0.04
C 0.65 5.72 0.65
C -0.07 5.16 1.86
C 2.02 3.01 -1.80
H -0.05 6.21 -0.03
H 1.37 6.48 0.97
H -0.86 4.47 1.57
H -0.52 5.96 2.45
H 0.62 4.61 2.50
H 2.48 3.79 -2.39
H 1.67 2.21 -2.45
H 2.71 2.61 -1.06
O -6.25 -3.07 -1.17
S -5.86 -3.64 0.09
O -6.41 -4.88 0.55
O -6.06 -2.53 1.23
C -7.34 -1.90 1.36
C -8.35 -2.80 2.05
C -4.10 -3.73 0.17
H -7.70 -1.57 0.38
H -7.19 -1.01 1.96
H -8.59 -3.66 1.42
H -9.27 -2.26 2.25
H -7.95 -3.19 2.99
H -3.69 -2.77 -0.13
H -3.78 -4.51 -0.52
H -3.81 -3.98 1.18
O -0.69 8.29 3.59
S -1.64 9.22 3.04
O -1.29 10.13 2.00
O -2.32 10.04 4.24
C -1.46 10.72 5.17
C -0.92 12.01 4.58
C -3.08 8.33 2.54
H -0.65 10.07 5.50
H -2.07 10.95 6.04
H -0.23 11.81 3.76
H -0.38 12.58 5.34
H -1.73 12.63 4.19
H -3.38 7.67 3.35
H -2.83 7.75 1.66
H -3.87 9.04 2.31
O -5.37 8.32 0.80
S -6.56 8.91 0.26
O -7.82 8.83 0.95
O -6.76 8.39 -1.24
C -6.77 6.98 -1.48
C -8.09 6.35 -1.08
C -6.24 10.60 -0.13
H -5.93 6.50 -0.97
H -6.62 6.84 -2.55
H -8.24 6.39 0.00
H -8.13 5.30 -1.39
H -8.93 6.88 -1.54
H -5.32 10.66 -0.70
H -6.15 11.15 0.81
H -7.08 10.99 -0.71
```

E_tot (eV): -136202.5031
Relative energy (zero: lowest compared OMol25 entry of this formula, charge and spin) (kJ/mol): 257.7
SMILES: CCN(CC)C(=S)SCCCN1C(=O)c2c(B(C)O)ccc(B(O)OC)c2C1=O.CCOS(C)(=O)=O.CCOS(C)(=O)=O.CCOS(C)(=O)=O.CCOS(C)(=O)=O
Kohn-Sham gap (eV): 7.75

***

# 4
The following is a DFT calculation (ωB97M-V with the def2-TZVPD basis set) of a 6-piece molecular cluster, C30H58BCl10F2N2O5S3 overall in a non-equilibrium geometry.

Structure (XYZ):
```
111
C30H58BCl10F2N2O5S3, DFT ωB97M-V with the def2-TZVPD basis set
C 5.00 -4.29 1.24
C 4.97 -4.35 -0.29
C 3.76 -3.63 -0.89
C 4.11 -3.01 -2.25
C 2.88 -2.74 -3.12
C 1.87 -1.83 -2.39
C 0.68 -2.64 -1.82
C 0.16 -2.19 -0.44
N -0.31 -3.41 0.28
C -1.78 -3.45 0.42
C -2.54 -3.32 -0.90
C -3.73 -2.35 -0.76
C -4.99 -3.04 -0.26
C -6.16 -2.05 -0.08
C -6.97 -1.79 -1.34
C -6.45 -0.65 -2.22
C -7.51 -0.18 -3.23
C 0.19 -3.42 1.61
S 0.92 -4.74 2.20
S -0.09 -2.02 2.73
C 1.33 -0.89 2.61
C 1.14 0.34 1.72
C -0.22 1.03 1.79
B -0.35 2.01 0.49
F -0.62 1.13 -0.63
O -1.44 3.01 0.54
C -0.93 4.04 -0.30
C -1.80 5.27 -0.41
C -1.65 5.91 -1.81
C -1.05 7.29 -1.76
N -1.66 8.26 -2.57
O -0.09 7.58 -1.05
C 0.49 4.14 0.25
S 0.57 4.83 1.96
O 1.06 3.86 2.88
O -0.64 5.49 2.32
F 1.70 5.93 1.80
O 0.89 2.84 0.24
H 4.01 -4.41 1.67
H 5.63 -5.09 1.64
H 5.43 -3.34 1.55
H 5.89 -3.91 -0.66
H 4.93 -5.40 -0.59
H 3.41 -2.87 -0.19
H 2.95 -4.33 -1.06
H 4.56 -2.03 -2.06
H 4.81 -3.65 -2.77
H 3.20 -2.22 -4.02
H 2.42 -3.68 -3.43
H 1.49 -1.10 -3.09
H 2.43 -1.30 -1.62
H -0.11 -2.64 -2.57
H 0.99 -3.67 -1.68
H -0.61 -1.44 -0.56
H 1.00 -1.76 0.08
H -2.16 -2.72 1.14
H -2.02 -4.43 0.84
H -2.95 -4.29 -1.18
H -1.91 -3.00 -1.72
H -3.93 -1.92 -1.75
H -3.49 -1.52 -0.10
H -5.28 -3.83 -0.95
H -4.78 -3.52 0.69
H -5.75 -1.13 0.33
H -6.81 -2.48 0.68
H -7.99 -1.52 -1.05
H -7.04 -2.70 -1.93
H -6.18 0.18 -1.57
H -5.57 -0.94 -2.79
H -7.02 0.11 -4.16
H -8.16 -1.02 -3.47
H -8.11 0.64 -2.84
H 2.21 -1.46 2.32
H 1.53 -0.54 3.63
H 1.87 1.08 2.07
H 1.41 0.14 0.69
H -0.28 1.59 2.72
H -1.05 0.33 1.72
H -0.90 3.55 -1.27
H -1.53 6.04 0.31
H -2.84 5.02 -0.26
H -2.61 5.98 -2.33
H -0.99 5.32 -2.45
H -0.98 8.97 -2.81
H -2.02 7.84 -3.42
H 1.11 4.78 -0.39
C 5.64 1.00 -1.92
Cl 4.21 0.54 -1.01
Cl 5.34 1.04 -3.67
H 5.96 1.98 -1.60
H 6.43 0.27 -1.73
C -1.22 10.80 -5.59
Cl -0.23 10.38 -6.99
Cl -0.25 10.99 -4.12
H -1.72 11.74 -5.79
H -1.94 10.02 -5.42
C 7.45 2.62 1.44
Cl 8.64 2.07 0.25
Cl 6.15 1.45 1.67
H 7.96 2.78 2.38
H 7.02 3.55 1.09
C 1.25 -3.38 6.06
Cl 2.83 -2.90 5.43
Cl 1.36 -3.95 7.73
H 0.59 -2.52 6.02
H 0.87 -4.18 5.44
C -0.93 -6.57 8.56
Cl -2.43 -7.15 9.30
Cl -1.10 -6.32 6.82
H -0.67 -5.62 9.02
H -0.16 -7.30 8.73
```

E_tot (eV): -209114.8285
Kohn-Sham gap (eV): 7.66
Net charge: -1

***

Repeat the second record exactly.
The following is a DFT calculation (ωB97M-V with the def2-TZVPD basis set) of a 4-piece molecular cluster, C30H57F13O10P overall in a non-equilibrium geometry.

Structure (XYZ):
```
111
C30H57F13O10P, DFT ωB97M-V with the def2-TZVPD basis set
O -0.32 -4.93 1.10
C -0.37 -3.76 0.16
C 0.77 -2.67 0.61
C 0.22 -1.14 0.85
C -0.49 -0.45 -0.46
P -2.39 -0.68 -0.32
C -3.36 0.91 0.12
C -4.37 0.68 1.43
C -5.88 0.30 0.88
F -6.44 1.59 0.33
F -5.71 -0.60 -0.28
C -6.92 -0.20 2.03
F -6.39 0.40 3.32
F -8.21 0.50 1.80
C -7.02 -1.81 2.28
F -5.74 -2.54 1.92
F -7.07 -1.97 3.79
C -8.38 -2.55 1.75
F -9.63 -1.99 2.37
F -8.30 -3.94 2.36
C -8.48 -2.82 0.15
F -9.29 -4.09 0.00
F -7.21 -3.10 -0.55
C -9.28 -1.70 -0.74
F -8.56 -0.42 -0.96
F -9.42 -2.31 -2.11
F -10.71 -1.47 -0.30
H -1.19 -4.88 1.62
H -0.16 -4.18 -0.93
H -1.48 -3.37 0.21
H 1.19 -3.05 1.66
H 1.67 -2.70 -0.13
H -0.49 -1.04 1.80
H 1.18 -0.48 1.11
H -0.05 -0.91 -1.46
H -0.21 0.71 -0.48
H -2.91 -1.24 -1.58
H -2.71 -1.65 0.73
H -4.00 1.23 -0.83
H -2.59 1.78 0.29
H -3.89 -0.11 2.15
H -4.44 1.76 1.93
C 0.68 -1.17 -7.28
O 1.92 -1.04 -6.60
C 1.85 -0.25 -5.41
C 2.50 -0.95 -4.22
O 1.85 -2.15 -3.76
C 1.84 -3.26 -4.65
C 3.20 -3.87 -5.01
O 3.99 -2.98 -5.79
C 5.31 -2.80 -5.29
H 0.59 -0.39 -8.04
H 0.67 -2.14 -7.78
H -0.18 -1.13 -6.60
H 0.82 0.02 -5.16
H 2.40 0.68 -5.62
H 2.45 -0.26 -3.37
H 3.56 -1.13 -4.38
H 1.26 -3.03 -5.54
H 1.26 -4.04 -4.13
H 3.04 -4.78 -5.61
H 3.72 -4.17 -4.08
H 5.35 -2.85 -4.20
H 5.64 -1.80 -5.59
H 5.98 -3.54 -5.73
C -4.32 2.04 6.19
O -2.95 1.90 6.53
C -2.24 0.98 5.71
C -0.94 1.57 5.17
O -1.07 2.66 4.25
C -1.64 3.88 4.74
C -0.84 4.61 5.83
O -0.80 3.87 7.05
C 0.50 3.71 7.58
H -4.92 1.35 6.80
H -4.63 3.06 6.43
H -4.51 1.87 5.13
H -2.85 0.61 4.88
H -1.99 0.12 6.35
H -0.43 0.78 4.61
H -0.25 1.84 5.97
H -2.67 3.71 5.05
H -1.70 4.54 3.88
H -1.34 5.56 6.05
H 0.17 4.83 5.45
H 1.26 3.63 6.80
H 0.52 2.78 8.15
H 0.73 4.54 8.25
C 5.05 -0.36 -1.23
O 5.98 0.32 -2.06
C 5.38 1.23 -2.98
C 6.05 2.61 -2.93
O 5.90 3.35 -1.72
C 6.50 2.81 -0.54
C 8.03 2.71 -0.54
O 8.50 1.75 -1.49
C 9.51 2.24 -2.35
H 4.77 -1.32 -1.70
H 5.53 -0.57 -0.27
H 4.15 0.23 -1.03
H 4.31 1.34 -2.81
H 5.52 0.80 -3.98
H 5.57 3.22 -3.71
H 7.10 2.56 -3.22
H 6.04 1.86 -0.28
H 6.22 3.49 0.27
H 8.37 2.37 0.45
H 8.46 3.71 -0.73
H 9.39 3.31 -2.58
H 9.44 1.69 -3.30
H 10.50 2.06 -1.91
```

E_tot (eV): -97102.1467
Kohn-Sham gap (eV): 7.19
Net charge: +1

***

Copy entry 2 word for word.
The following is a DFT calculation (ωB97M-V with the def2-TZVPD basis set) of a 4-piece molecular cluster, C30H57F13O10P overall in a non-equilibrium geometry.

Structure (XYZ):
```
111
C30H57F13O10P, DFT ωB97M-V with the def2-TZVPD basis set
O -0.32 -4.93 1.10
C -0.37 -3.76 0.16
C 0.77 -2.67 0.61
C 0.22 -1.14 0.85
C -0.49 -0.45 -0.46
P -2.39 -0.68 -0.32
C -3.36 0.91 0.12
C -4.37 0.68 1.43
C -5.88 0.30 0.88
F -6.44 1.59 0.33
F -5.71 -0.60 -0.28
C -6.92 -0.20 2.03
F -6.39 0.40 3.32
F -8.21 0.50 1.80
C -7.02 -1.81 2.28
F -5.74 -2.54 1.92
F -7.07 -1.97 3.79
C -8.38 -2.55 1.75
F -9.63 -1.99 2.37
F -8.30 -3.94 2.36
C -8.48 -2.82 0.15
F -9.29 -4.09 0.00
F -7.21 -3.10 -0.55
C -9.28 -1.70 -0.74
F -8.56 -0.42 -0.96
F -9.42 -2.31 -2.11
F -10.71 -1.47 -0.30
H -1.19 -4.88 1.62
H -0.16 -4.18 -0.93
H -1.48 -3.37 0.21
H 1.19 -3.05 1.66
H 1.67 -2.70 -0.13
H -0.49 -1.04 1.80
H 1.18 -0.48 1.11
H -0.05 -0.91 -1.46
H -0.21 0.71 -0.48
H -2.91 -1.24 -1.58
H -2.71 -1.65 0.73
H -4.00 1.23 -0.83
H -2.59 1.78 0.29
H -3.89 -0.11 2.15
H -4.44 1.76 1.93
C 0.68 -1.17 -7.28
O 1.92 -1.04 -6.60
C 1.85 -0.25 -5.41
C 2.50 -0.95 -4.22
O 1.85 -2.15 -3.76
C 1.84 -3.26 -4.65
C 3.20 -3.87 -5.01
O 3.99 -2.98 -5.79
C 5.31 -2.80 -5.29
H 0.59 -0.39 -8.04
H 0.67 -2.14 -7.78
H -0.18 -1.13 -6.60
H 0.82 0.02 -5.16
H 2.40 0.68 -5.62
H 2.45 -0.26 -3.37
H 3.56 -1.13 -4.38
H 1.26 -3.03 -5.54
H 1.26 -4.04 -4.13
H 3.04 -4.78 -5.61
H 3.72 -4.17 -4.08
H 5.35 -2.85 -4.20
H 5.64 -1.80 -5.59
H 5.98 -3.54 -5.73
C -4.32 2.04 6.19
O -2.95 1.90 6.53
C -2.24 0.98 5.71
C -0.94 1.57 5.17
O -1.07 2.66 4.25
C -1.64 3.88 4.74
C -0.84 4.61 5.83
O -0.80 3.87 7.05
C 0.50 3.71 7.58
H -4.92 1.35 6.80
H -4.63 3.06 6.43
H -4.51 1.87 5.13
H -2.85 0.61 4.88
H -1.99 0.12 6.35
H -0.43 0.78 4.61
H -0.25 1.84 5.97
H -2.67 3.71 5.05
H -1.70 4.54 3.88
H -1.34 5.56 6.05
H 0.17 4.83 5.45
H 1.26 3.63 6.80
H 0.52 2.78 8.15
H 0.73 4.54 8.25
C 5.05 -0.36 -1.23
O 5.98 0.32 -2.06
C 5.38 1.23 -2.98
C 6.05 2.61 -2.93
O 5.90 3.35 -1.72
C 6.50 2.81 -0.54
C 8.03 2.71 -0.54
O 8.50 1.75 -1.49
C 9.51 2.24 -2.35
H 4.77 -1.32 -1.70
H 5.53 -0.57 -0.27
H 4.15 0.23 -1.03
H 4.31 1.34 -2.81
H 5.52 0.80 -3.98
H 5.57 3.22 -3.71
H 7.10 2.56 -3.22
H 6.04 1.86 -0.28
H 6.22 3.49 0.27
H 8.37 2.37 0.45
H 8.46 3.71 -0.73
H 9.39 3.31 -2.58
H 9.44 1.69 -3.30
H 10.50 2.06 -1.91
```

E_tot (eV): -97102.1467
Kohn-Sham gap (eV): 7.19
Net charge: +1